(1)
Density functional theory data (the ωB97M-V functional and the def2-TZVPD basis) for a 2-piece molecular cluster, C3H6F2N2 overall at a distorted geometry.

## Properties
- Energy relative to the best compared isomer or geometry (same formula, charge and spin): 372.1 kJ/mol
- Highest occupied orbital energy (alpha / beta): -5.30 / -10.14 eV

Geometry as ORCA input:
```
! RIJCOSX wB97M-V def2-TZVPD def2/J DEFGRID3
* xyz 0 3
C 1.250 -0.155 0.281
C 0.405 1.037 0.212
C -0.942 -0.619 -0.305
N 0.362 -1.260 -0.303
N -0.941 0.573 0.365
F -1.949 -1.484 0.211
F -1.866 1.520 -0.069
H 2.188 -0.144 -0.424
H 1.348 -0.480 1.331
H 0.632 1.771 0.934
H 0.603 1.567 -0.767
H -1.664 -0.239 -1.676
H 0.574 -2.087 0.209
*
```

***

(2)
Density functional theory data (the ωB97M-V functional and the def2-TZVPD basis) for C3H4LiO3Yb as an isolated structure at a distorted geometry.

## Properties
- Highest occupied orbital energy (alpha / beta): -9.51 / -12.60 eV

Geometry as ORCA input:
```
! RIJCOSX wB97M-V def2-TZVPD def2/J DEFGRID3
* xyz 1 3
H 1.222 1.106 2.264
C 0.507 1.323 1.443
C 0.062 -0.011 0.942
O 0.177 -0.335 -0.232
Li 1.039 1.184 -1.151
O 1.037 2.109 0.444
H -0.375 1.769 1.948
H -0.388 -0.707 1.677
Yb 1.395 4.458 0.325
C -1.405 -3.394 -1.570
O -1.473 -3.343 -2.826
H -1.800 -4.158 -3.265
*
```

***

(3)
Density functional theory data (the ωB97M-V functional and the def2-TZVPD basis) for C9H21F6NO8S2V as an isolated structure at a distorted geometry.

## Properties
- Highest occupied orbital energy (alpha / beta): -12.64 / -13.35 eV

Geometry as ORCA input:
```
! RIJCOSX wB97M-V def2-TZVPD def2/J DEFGRID3
* xyz 1 5
V 19.743 5.101 28.836
C 20.342 2.529 30.803
O 19.444 3.399 30.183
H 20.087 2.406 31.856
H 20.328 1.580 30.267
H 21.370 2.888 30.840
C 18.061 8.850 27.487
F 18.191 9.852 26.616
F 18.547 9.199 28.677
F 16.767 8.488 27.608
S 19.143 7.360 26.831
O 19.294 7.447 25.408
O 20.451 7.430 27.530
N 18.392 5.944 27.520
S 17.465 5.521 26.336
O 16.566 6.521 25.752
O 18.140 4.674 25.323
C 16.281 4.300 27.291
F 15.293 3.862 26.539
F 16.946 3.209 27.808
F 15.767 4.879 28.373
C 23.071 5.208 31.781
C 22.062 6.021 30.937
O 21.930 5.533 29.615
H 24.066 5.222 31.336
H 22.723 4.179 31.877
H 23.113 5.715 32.745
H 22.367 7.067 30.938
H 21.151 6.057 31.534
H 22.777 5.593 29.167
C 22.786 3.332 26.074
C 21.661 4.364 26.162
O 20.706 3.970 27.147
H 23.228 3.233 27.065
H 23.543 3.590 25.333
H 22.432 2.318 25.883
H 21.157 4.396 25.196
H 22.092 5.323 26.449
H 20.273 3.223 26.728
C 16.833 7.282 30.975
C 17.830 6.186 30.925
O 19.020 6.660 30.346
H 16.592 7.507 29.936
H 17.231 8.176 31.456
H 15.954 6.971 31.541
H 17.357 5.355 30.401
H 18.053 5.817 31.926
H 19.379 7.388 30.858
*
```

***

(4)
Density functional theory data (the ωB97M-V functional and the def2-TZVPD basis) for C31H77Br5CaClN8NaO14P5S as an isolated structure at a distorted geometry.

## Properties
- Energy relative to the best compared isomer or geometry (same formula, charge and spin): 0.0 kJ/mol
- Highest occupied orbital energy: -7.56 eV

Geometry as ORCA input:
```
! RIJCOSX wB97M-V def2-TZVPD def2/J DEFGRID3
* xyz 1 1
C 5.763 -0.992 -0.362
O 5.414 -2.122 -1.127
C 4.072 -2.457 -0.994
C 3.809 -3.683 -0.158
C 2.315 -3.924 -0.189
C 1.806 -4.758 -1.387
C 0.848 -3.977 -2.293
C -0.494 -4.617 -2.551
C -1.461 -3.499 -2.870
C -2.942 -3.823 -2.767
C -3.620 -2.522 -2.337
C -4.324 -2.456 -0.990
P -3.079 -3.270 0.209
O -1.643 -3.036 -0.060
N -5.538 -3.329 -0.896
C -6.835 -2.653 -1.262
N -7.910 -3.619 -1.304
C -8.227 -4.200 -2.402
C -9.520 -3.948 -3.087
C -7.365 -5.249 -3.083
C -7.181 -1.426 -0.330
C -7.131 -2.050 1.085
C -7.807 -1.542 2.386
N -9.057 -0.836 2.339
N -8.113 -2.827 3.121
N -6.784 -0.818 3.181
P -8.879 -0.969 -1.027
S -9.649 0.770 -0.750
C -6.016 -0.402 -0.588
Br -6.403 0.412 -2.401
P -5.896 1.067 0.617
N -7.357 1.517 1.206
O -5.428 2.299 -0.375
C -4.574 -0.967 -0.707
P -3.329 -0.649 0.688
P -2.235 1.216 0.423
O -2.581 2.262 1.350
O -2.260 1.637 -1.125
O -0.721 0.686 0.731
H 6.806 -1.145 -0.075
H 5.148 -0.860 0.527
H 5.712 -0.051 -0.939
H 3.502 -1.608 -0.620
H 3.714 -2.655 -2.008
H 4.363 -4.552 -0.489
H 4.147 -3.474 0.855
H 2.043 -4.436 0.727
H 1.857 -2.933 -0.148
H 1.335 -5.630 -0.949
H 2.664 -5.110 -1.946
H 0.668 -3.022 -1.798
H 1.388 -3.756 -3.205
H -0.805 -5.278 -1.749
H -0.435 -5.235 -3.444
H -1.246 -2.646 -2.240
H -1.217 -3.199 -3.885
H -3.295 -4.090 -3.758
H -3.120 -4.716 -2.175
H -4.260 -2.140 -3.127
H -2.828 -1.793 -2.231
H -3.516 -3.093 1.536
H -3.322 -4.643 -0.038
H -5.576 -3.822 -0.003
H -5.401 -4.079 -1.576
H -6.716 -2.321 -2.284
H -9.459 -3.035 -3.673
H -10.330 -3.819 -2.379
H -9.786 -4.753 -3.758
H -6.876 -4.867 -3.974
H -8.026 -6.068 -3.325
H -6.645 -5.593 -2.351
H -7.447 -3.088 0.998
H -6.060 -2.108 1.314
H -9.034 -0.020 3.045
H -9.769 -1.477 2.657
H -7.328 -3.466 3.010
H -8.127 -2.629 4.114
H -6.074 -1.510 3.381
H -7.216 -0.548 4.057
H -9.717 -1.976 -0.541
H -8.751 -1.203 -2.404
H -7.185 1.905 2.130
H -7.878 2.190 0.656
H -6.206 2.850 -0.541
H -4.126 -0.422 -1.522
H -3.979 -0.599 1.933
H -1.398 1.456 -1.521
H -0.261 0.431 -0.092
Cl 4.283 0.574 -2.470
O 0.562 -1.840 0.546
H 0.247 -1.438 1.365
H -0.158 -2.443 0.287
Na 1.839 -1.650 -1.388
Br -9.705 1.926 3.180
C -7.229 2.696 5.695
Br -7.123 1.341 7.062
Br -7.318 4.457 6.438
Br -5.779 2.537 4.433
H -8.147 2.522 5.146
C 8.113 5.604 3.700
O 8.787 4.427 3.277
C 8.611 3.342 4.177
C 8.802 2.040 3.442
O 7.707 1.617 2.664
C 7.383 2.303 1.456
C 8.372 2.068 0.349
O 9.519 2.933 0.559
C 10.639 2.429 -0.117
H 8.502 5.951 4.662
H 8.283 6.374 2.952
H 7.038 5.424 3.781
H 7.617 3.361 4.632
H 9.368 3.429 4.969
H 8.931 1.248 4.181
H 9.727 2.071 2.839
H 7.223 3.367 1.634
H 6.427 1.881 1.145
H 7.926 2.328 -0.613
H 8.667 1.015 0.337
H 10.902 1.424 0.272
H 11.463 3.109 0.077
H 10.492 2.389 -1.198
N -5.424 5.729 9.285
O -4.911 4.625 9.068
O -4.844 6.759 8.927
O -6.517 5.799 9.854
Ca 11.950 3.271 1.720
C 8.015 5.615 -4.702
C 8.283 4.930 -3.367
C 9.529 5.466 -2.646
O 10.759 5.000 -3.175
C 11.226 5.725 -4.305
N 8.346 3.484 -3.591
H 8.697 5.279 -5.482
H 7.006 5.389 -5.041
H 8.103 6.700 -4.614
H 7.425 5.134 -2.719
H 9.504 5.107 -1.609
H 9.519 6.562 -2.594
H 10.972 6.785 -4.238
H 10.830 5.304 -5.230
H 12.310 5.626 -4.336
H 8.424 3.004 -2.700
H 9.226 3.281 -4.059
*
```

***

(5)
Density functional theory data (the ωB97M-V functional and the def2-TZVPD basis) for a 2-piece molecular cluster, C10H16O2 overall at a distorted geometry.

## Properties
- SMILES: Cc1ccc(O)cc1.CC(C)O
- Energy relative to the best compared isomer or geometry (same formula, charge and spin): 72.7 kJ/mol
- Highest occupied orbital energy: -8.90 eV

Geometry as ORCA input:
```
! RIJCOSX wB97M-V def2-TZVPD def2/J DEFGRID3
* xyz 0 1
C 0.740 1.531 -3.805
C 0.182 0.860 -2.573
C 0.781 -0.209 -1.940
C 0.097 -0.937 -0.960
C -1.167 -0.561 -0.542
O -1.855 -1.278 0.393
C -1.759 0.527 -1.188
C -1.151 1.161 -2.241
H 1.639 1.060 -4.202
H 0.914 2.592 -3.641
H 0.025 1.399 -4.591
H 1.815 -0.436 -2.170
H 0.447 -1.943 -0.738
H -1.883 -2.221 0.182
H -2.768 0.736 -0.868
H -1.646 1.955 -2.780
C 1.352 -1.062 3.846
C 0.617 -0.489 2.677
C -0.061 0.888 2.922
O 1.590 -0.306 1.614
H 0.685 -1.193 4.702
H 2.265 -0.533 4.117
H 1.683 -2.084 3.668
H -0.066 -1.192 2.196
H 0.704 1.562 2.541
H -0.989 0.963 2.368
H -0.112 1.054 3.997
H 1.242 -0.421 0.721
*
```

***

(6)
Density functional theory data (the ωB97M-V functional and the def2-TZVPD basis) for a 5-piece molecular cluster, C18H25ClN2O17S4 overall at a distorted geometry.

## Properties
- SMILES: OCCc1ccc2ncc(Cl)nc2c1.O=S1(=O)OCCO1.O=S1(=O)OCCO1.O=S1(=O)OCCO1.O=S1(=O)OCCO1
- Highest occupied orbital energy: -8.65 eV

Geometry as ORCA input:
```
! RIJCOSX wB97M-V def2-TZVPD def2/J DEFGRID3
* xyz 0 1
O 1.856 -3.212 0.543
C 1.666 -2.044 1.428
C 1.182 -0.751 0.488
C -0.476 -0.689 0.685
C -1.257 0.610 1.326
C -2.885 0.500 1.494
C -3.730 -0.859 1.035
N -5.215 -0.851 1.265
C -5.905 -2.095 0.783
C -5.078 -3.314 0.091
Cl -6.106 -4.783 -0.508
N -3.595 -3.419 -0.129
C -2.979 -2.141 0.371
C -1.316 -2.025 0.226
H 1.402 -3.968 1.030
H 2.622 -1.756 2.056
H 0.771 -2.334 2.160
H 1.663 0.227 0.923
H 1.486 -0.897 -0.655
H -0.590 1.526 1.645
H -3.458 1.413 1.970
H -7.078 -2.183 0.914
H -0.731 -2.944 -0.217
O 5.009 2.015 3.710
S 4.330 1.537 2.526
O 3.062 0.848 2.570
O 5.382 0.635 1.667
C 5.533 1.194 0.363
C 5.269 2.688 0.526
O 4.208 2.778 1.474
H 4.789 0.732 -0.294
H 6.535 0.992 -0.025
H 4.987 3.167 -0.415
H 6.142 3.199 0.947
O -9.270 -7.977 4.180
S -9.929 -7.661 2.933
O -11.056 -8.409 2.427
O -8.795 -7.577 1.765
C -8.824 -6.282 1.167
C -9.329 -5.340 2.257
O -10.328 -6.079 2.955
H -9.517 -6.313 0.320
H -7.828 -6.005 0.810
H -9.747 -4.417 1.848
H -8.531 -5.096 2.966
O 3.113 2.578 -2.159
S 1.748 2.592 -2.637
O 1.320 1.883 -3.820
O 1.269 4.146 -2.761
C 0.123 4.357 -1.938
C 0.248 3.350 -0.798
O 0.772 2.169 -1.400
H -0.770 4.162 -2.540
H 0.099 5.389 -1.576
H -0.711 3.144 -0.317
H 0.966 3.693 -0.046
O 6.797 2.278 -2.116
S 7.684 3.346 -2.519
O 9.108 3.322 -2.275
O 7.084 4.750 -1.946
C 6.840 5.641 -3.033
C 6.548 4.748 -4.235
O 7.437 3.642 -4.104
H 7.744 6.237 -3.194
H 6.004 6.307 -2.800
H 6.710 5.263 -5.185
H 5.523 4.363 -4.201
*
```

***

(7)
Density functional theory data (the ωB97M-V functional and the def2-TZVPD basis) for C29H39F4N2OSeSi2Tl as an isolated structure at a distorted geometry.

## Properties
- Energy relative to the best compared isomer or geometry (same formula, charge and spin): 13.3 kJ/mol
- Highest occupied orbital energy: -7.52 eV

Geometry as ORCA input:
```
! RIJCOSX wB97M-V def2-TZVPD def2/J DEFGRID3
* xyz 0 1
Tl -0.219 0.513 0.287
C 0.954 3.671 -0.321
N 0.701 2.464 -1.103
C -0.238 2.749 -2.187
C 1.937 1.852 -1.571
C 1.676 0.546 -2.317
N 0.565 -0.183 -1.722
C 0.251 -1.424 -2.188
C -0.825 -2.140 -1.621
F -1.485 -1.581 -0.568
C -1.253 -3.368 -2.059
F -2.284 -3.950 -1.431
C -0.655 -3.997 -3.132
C 0.387 -3.321 -3.728
F 0.997 -3.866 -4.792
C 0.851 -2.103 -3.270
F 1.895 -1.561 -3.937
H 1.411 4.457 -0.936
H 0.010 4.042 0.080
H 1.631 3.443 0.500
H 0.210 3.423 -2.929
H -0.534 1.821 -2.671
H -1.131 3.214 -1.772
H 2.489 2.535 -2.231
H 2.560 1.650 -0.693
H 1.451 0.765 -3.366
H 2.606 -0.026 -2.307
H -0.981 -4.962 -3.489
C -1.251 2.046 3.527
Si -2.874 1.812 2.647
C -3.999 3.294 2.777
C -3.748 0.268 3.216
Se -2.486 1.671 0.377
H -1.405 2.338 4.570
H -0.639 2.814 3.051
H -0.684 1.114 3.522
H -4.499 3.331 3.748
H -4.769 3.247 2.004
H -3.447 4.226 2.638
H -4.313 0.453 4.134
H -3.041 -0.541 3.409
H -4.447 -0.077 2.453
C 4.797 -2.201 2.279
C 3.564 -1.882 1.424
C 3.963 -0.949 0.278
C 2.967 -3.172 0.843
Si 2.191 -0.983 2.396
O 1.003 -0.809 1.287
C 2.870 0.678 3.014
C 3.978 0.760 3.864
C 4.468 1.983 4.299
C 3.832 3.162 3.934
C 2.698 3.107 3.140
C 2.243 1.877 2.679
C 1.638 -1.840 3.976
C 0.760 -1.151 4.821
C 0.292 -1.712 5.998
C 0.706 -2.984 6.371
C 1.569 -3.691 5.549
C 2.019 -3.127 4.362
H 5.501 -2.812 1.703
H 4.547 -2.758 3.183
H 5.322 -1.291 2.572
H 4.701 -1.434 -0.370
H 4.402 -0.020 0.654
H 3.090 -0.700 -0.329
H 3.686 -3.652 0.169
H 2.060 -2.958 0.274
H 2.715 -3.895 1.622
H 4.462 -0.146 4.208
H 5.350 2.015 4.926
H 4.213 4.116 4.276
H 2.173 4.019 2.883
H 1.360 1.859 2.047
H 0.441 -0.151 4.553
H -0.388 -1.158 6.634
H 0.353 -3.425 7.295
H 1.895 -4.685 5.829
H 2.679 -3.707 3.730
*
```

***

(8)
Density functional theory data (the ωB97M-V functional and the def2-TZVPD basis) for one molecule with the formula C7H8O at a distorted geometry.

## Properties
- SMILES: O=C[C@H]1[C@@H]2C=CC[C@H]12
- Energy relative to the best compared isomer or geometry (same formula, charge and spin): 358.3 kJ/mol
- Highest occupied orbital energy: -9.26 eV

Geometry as ORCA input:
```
! RIJCOSX wB97M-V def2-TZVPD def2/J DEFGRID3
* xyz 0 1
O -3.123 0.149 -0.350
C -2.006 -0.218 0.119
C -0.650 -0.114 -0.404
C 0.134 0.704 0.602
C 1.355 1.240 -0.029
C 2.267 0.328 -0.277
C 1.730 -1.120 -0.140
C 0.384 -0.837 0.411
H -1.976 -0.295 1.312
H -0.411 0.049 -1.519
H -0.386 1.113 1.416
H 1.262 2.433 -0.160
H 3.358 0.615 -0.555
H 1.630 -1.854 -0.967
H 2.465 -1.452 0.623
H -0.240 -1.704 0.962
*
```

***

(9)
Density functional theory data (the ωB97M-V functional and the def2-TZVPD basis) for C3H7NO as an isolated structure at a distorted geometry.

## Properties
- Energy relative to the best compared isomer or geometry (same formula, charge and spin): 655.0 kJ/mol
- Highest occupied orbital energy: -9.49 eV

Geometry as ORCA input:
```
! RIJCOSX wB97M-V def2-TZVPD def2/J DEFGRID3
* xyz 0 1
C -0.152 1.082 -0.120
C 1.181 0.526 0.143
C 1.524 -0.696 -0.305
H -1.351 -1.263 0.940
H -2.580 -0.783 -0.561
H -0.114 1.748 -0.811
H -0.816 1.235 0.769
H 1.944 0.788 0.777
H 2.463 -1.175 0.153
H 0.634 -1.299 -0.552
N -1.878 -0.282 0.307
O -0.855 0.120 -0.740
*
```

***

What is the formula in the third record? C9H21F6NO8S2V